# 1
Formula: C4H14N2O
Source: OMol25
Level of theory: wB97M-V/def2-TZVPD

Last column: Löwdin charge in e.
CARTESIAN COORDINATES (ANGSTROEM)
H 3.118 -0.679 0.712  0.07
H 1.649 1.189 0.510  0.11
C -2.413 1.308 0.326  -0.11
H -3.034 0.930 1.139  0.07
C 1.333 0.244 0.941  -0.26
N 2.171 -0.844 0.415  0.00
H -0.794 1.736 1.605  0.11
H 0.751 -1.470 -2.147  -0.02
H -2.706 0.611 -0.477  0.06
H -0.929 -0.332 -1.349  0.06
C -0.164 -0.058 0.628  -0.33
O 1.363 -2.211 -2.355  -0.10
H 1.379 0.338 2.032  0.11
H 0.851 -3.009 -2.198  0.03
H 0.150 -1.139 -0.184  0.09
H 1.975 -0.909 -0.574  0.03
H -0.333 1.872 -0.086  0.11
C -0.925 1.288 0.616  -0.24
H -0.596 -0.787 1.320  0.15
H -2.856 2.274 0.079  0.07
N 0.010 -0.353 -0.954  -0.01

Output
Electronic energy in eV: -9399.9403
LUMO level in eV: 0.93
Multiplicity: 1
HOMO level in eV: -9.11
Relative energy (zero: lowest compared OMol25 entry of this formula, charge and spin) in kcal/mol: 84.6

=====

# 2
Formula: C4H14N2O
Source: OMol25
Level of theory: wB97M-V/def2-TZVPD

Last column: Löwdin charge in e.
CARTESIAN COORDINATES (ANGSTROEM)
H -0.662 0.928 2.625  0.10
N 0.248 -1.755 -0.668  0.00
C -0.747 -0.774 -1.074  -0.30
H 1.169 -1.458 -0.992  0.03
C 0.108 0.912 0.634  -0.22
H 0.343 1.980 0.726  0.11
H 3.926 -0.543 -0.880  0.05
C -1.001 0.604 1.644  -0.30
N -2.291 1.228 1.393  0.00
H -0.831 -0.940 -2.154  0.10
O 3.267 -1.255 -0.810  -0.06
H -2.248 2.236 1.447  0.06
H 0.282 -1.920 0.329  0.06
H -1.160 -0.472 1.731  0.10
H -1.733 -1.008 -0.664  0.10
C -0.320 0.668 -0.815  -0.23
H 3.740 -2.039 -1.127  0.05
H 0.544 0.840 -1.479  0.10
H 0.999 0.322 0.853  0.10
H -2.634 1.002 0.467  0.05
H -1.000 1.444 -1.186  0.10

Output
Electronic energy in eV: -9402.5873
LUMO level in eV: 0.58
Multiplicity: 1
HOMO level in eV: -8.70
SMILES string: NCCCCN.O
Relative energy (zero: lowest compared OMol25 entry of this formula, charge and spin) in kcal/mol: 23.5

=====

# 3
Formula: C4H14N2O
Source: OMol25
Level of theory: wB97M-V/def2-TZVPD

Last column: Löwdin charge in e.
CARTESIAN COORDINATES (ANGSTROEM)
H 1.157 2.241 -0.574  0.05
H -0.897 0.952 -0.071  0.09
H -0.692 -2.790 -1.630  0.06
H 1.722 0.398 1.352  0.10
H -0.606 1.427 1.581  0.11
H -4.268 1.048 1.642  0.05
H 1.388 -2.509 -0.126  0.10
N 0.436 2.485 0.104  -0.01
H -0.864 -1.200 -1.401  0.06
H 1.512 -2.196 -1.863  0.10
H 0.968 0.201 -1.486  0.11
H -3.114 0.064 1.271  0.03
H 0.425 -0.754 1.200  0.10
C -0.114 1.221 0.626  -0.30
C 0.904 0.084 0.706  -0.20
N -0.426 -2.031 -1.023  -0.01
O -3.376 0.987 1.245  -0.07
H 0.982 2.926 0.843  0.06
C 1.038 -1.875 -0.934  -0.29
H 2.443 -0.253 -0.784  0.10
C 1.381 -0.428 -0.677  -0.22

Output
Electronic energy in eV: -9402.4142
LUMO level in eV: 0.93
Multiplicity: 1
HOMO level in eV: -9.18
SMILES string: NCCCCN.O
Relative energy (zero: lowest compared OMol25 entry of this formula, charge and spin) in kcal/mol: 27.5

=====

# 4
Formula: C4H14N2O
Source: OMol25
Level of theory: wB97M-V/def2-TZVPD

Last column: Löwdin charge in e.
CARTESIAN COORDINATES (ANGSTROEM)
H 0.300 1.368 -0.508  0.06
H -1.182 1.704 -2.431  0.08
H -0.898 0.359 1.810  0.10
H -0.420 -2.257 3.199  0.05
N 0.405 -1.288 1.369  -0.14
C -0.001 0.086 1.270  -0.23
H 0.692 0.866 1.764  0.13
H 1.295 -1.245 3.183  0.09
N -1.450 0.118 -0.853  -0.12
H -1.816 -0.789 -0.678  0.07
H 2.314 1.874 -2.094  0.08
C -1.297 0.608 -2.374  -0.06
C -0.111 0.345 -0.277  -0.27
H 0.893 -3.005 2.702  0.09
H -0.144 -1.884 0.842  0.05
H -2.135 0.274 -2.916  0.03
H -0.372 -0.110 -2.649  0.11
H 0.534 -0.183 -1.070  0.11
O 1.829 2.724 -1.806  -0.13
H 1.067 2.342 -1.250  0.01
C 0.498 -1.908 2.765  -0.10

Output
Electronic energy in eV: -9399.4088
LUMO level in eV: 0.90
Multiplicity: 1
HOMO level in eV: -8.63
SMILES string: CNCCNC.O
Relative energy (zero: lowest compared OMol25 entry of this formula, charge and spin) in kcal/mol: 96.8

=====

# 5
Formula: C4H14N2O
Source: OMol25
Level of theory: wB97M-V/def2-TZVPD

Last column: Löwdin charge in e.
CARTESIAN COORDINATES (ANGSTROEM)
H 0.344 1.367 -1.336  0.12
H -0.807 2.144 1.837  0.07
N -2.798 -0.328 -0.513  -0.02
N 0.183 0.689 0.525  -0.13
H -0.197 -0.283 0.823  0.13
C 0.414 0.329 -0.931  -0.28
H -1.924 0.877 -1.885  0.09
C -0.428 -0.741 -1.491  -0.20
O 5.474 -2.473 3.831  -0.10
C -0.591 1.889 0.777  -0.19
H -1.751 1.965 0.450  0.09
H 5.512 -3.122 3.162  -0.02
H 1.412 0.025 -1.015  0.08
H 0.143 -1.061 -2.429  0.13
C -1.857 -0.158 -1.669  -0.25
H -2.541 0.307 0.240  0.01
H -3.722 -0.077 -0.826  0.06
H -0.115 2.790 0.316  0.08
H -0.452 -1.677 -0.906  0.12
H -2.327 -0.795 -2.365  0.08
H 6.030 -1.668 3.405  0.12

Output
Electronic energy in eV: -9400.5309
LUMO level in eV: 0.97
Multiplicity: 1
HOMO level in eV: -8.66
SMILES string: CNCCCN.O
Relative energy (zero: lowest compared OMol25 entry of this formula, charge and spin) in kcal/mol: 70.9

=====

# 6
Formula: C4H14N2O
Source: OMol25
Level of theory: wB97M-V/def2-TZVPD

Last column: Löwdin spin population.
CARTESIAN COORDINATES (ANGSTROEM)
H 0.905 2.415 -0.262  0.02
C 0.453 -2.682 -1.441  0.02
C 0.088 1.852 -0.742  0.06
H 0.703 -2.976 -2.451  0.01
H -0.090 -3.476 -0.928  0.00
H 0.197 1.560 -1.786  0.02
H -2.138 -1.853 -0.830  0.01
N -1.652 -1.429 -1.622  0.08
H 0.920 2.888 3.442  0.00
H 0.408 2.877 4.851  0.00
H 1.437 -2.584 -0.968  0.00
C 0.262 -0.549 -0.116  0.11
O 1.221 2.768 4.338  0.00
H 0.152 -0.695 -2.187  0.01
C -0.229 -1.321 -1.371  0.11
N -0.230 0.737 0.152  0.51
H -1.209 0.777 0.409  0.02
H -0.051 -1.184 0.734  0.01
H 1.358 -0.538 -0.017  0.01
H -2.052 -0.494 -1.588  0.01
H -0.663 2.637 -0.611  0.00

Output
Electronic energy in eV: -9393.5762
LUMO level (spin up / spin down) in eV: -3.37 / -8.22
Expectation value of S²: 0.755
Multiplicity: 2
HOMO level (spin up / spin down) in eV: -14.16 / -14.16
Relative energy (zero: lowest compared OMol25 entry of this formula, charge and spin) in kcal/mol: 22.9
Total charge: +1

=====

# 7
Formula: C4H14N2O
Source: OMol25
Level of theory: wB97M-V/def2-TZVPD

Last column: Löwdin charge in e.
CARTESIAN COORDINATES (ANGSTROEM)
H 2.127 -0.540 0.119  0.15
N -0.119 -2.058 0.448  0.23
C -0.455 0.340 0.924  -0.10
H 0.171 0.196 1.800  0.14
C 1.362 -0.536 -0.665  -0.20
H 0.663 -2.245 1.092  0.19
H 0.008 -2.758 -0.300  0.18
H 2.411 -1.883 -1.693  0.14
H 1.466 0.416 -1.188  0.13
C -0.318 1.838 0.520  -0.10
C -0.059 -0.671 -0.141  -0.27
H -2.469 2.079 0.263  0.19
H -0.979 -2.283 0.976  0.19
H -1.549 3.238 -0.392  0.18
O 1.481 -1.604 -1.586  -0.03
N -1.601 2.617 0.419  0.22
H 0.341 2.364 1.188  0.14
H 0.212 1.934 -0.421  0.12
H -1.471 0.234 1.287  0.13
H -0.690 -0.708 -1.030  0.17
H -1.745 3.194 1.245  0.18

Output
Electronic energy in eV: -9386.0691
LUMO level in eV: -6.88
Multiplicity: 1
HOMO level in eV: -18.40
SMILES string: [NH3+]CC[C@H]([NH3+])CO
Relative energy (zero: lowest compared OMol25 entry of this formula, charge and spin) in kcal/mol: 11.4
Total charge: +2

=====

# 8
Formula: C4H14N2O
Source: OMol25
Level of theory: wB97M-V/def2-TZVPD

Last column: Löwdin spin population.
CARTESIAN COORDINATES (ANGSTROEM)
N -0.226 -2.428 0.161  0.53
N 0.703 0.389 0.124  0.02
H -1.442 0.539 0.433  0.00
H 0.677 -0.639 0.354  0.01
H -0.867 1.416 -0.982  0.01
O 0.941 2.485 1.889  0.00
H -1.347 -2.807 -1.459  0.06
C -0.745 0.491 -0.413  0.01
H 0.852 1.488 1.025  0.00
H -2.165 -0.337 -1.687  0.00
H -0.329 -0.807 -2.116  0.00
C -1.154 -0.662 -1.420  0.13
H 0.310 -3.244 -0.185  0.02
H 1.469 2.434 2.709  0.00
H 0.855 3.392 1.546  0.00
C -1.356 -2.061 -0.636  0.18
C 1.558 1.246 -0.356  0.00
H 1.263 2.140 -0.917  0.00
H -2.300 -1.966 -0.102  0.01
H 2.616 1.165 -0.081  0.00
H -0.628 -2.814 1.037  0.01

Output
Electronic energy in eV: -9363.8217
LUMO level (spin up / spin down) in eV: -15.16 / -17.24
Expectation value of S²: 0.755
Multiplicity: 2
HOMO level (spin up / spin down) in eV: -24.97 / -25.43
Relative energy (zero: lowest compared OMol25 entry of this formula, charge and spin) in kcal/mol: 110.9
Total charge: +3

=====

# 9
Formula: C4H14N2O2
Source: OMol25
Level of theory: wB97M-V/def2-TZVPD

Last column: Löwdin charge in e.
CARTESIAN COORDINATES (ANGSTROEM)
C -0.215 -0.125 1.292  -0.22
H -2.494 1.714 -0.190  0.10
H -3.671 -0.445 -0.324  0.07
H -0.311 -1.182 1.023  0.11
C 2.171 0.144 0.717  -0.31
H -1.367 1.622 1.606  0.11
H -2.708 -0.146 -1.839  0.07
H -2.241 0.084 1.797  0.10
H 0.551 -0.509 -1.395  0.00
H 0.230 -1.036 -2.795  0.04
C -1.536 0.626 1.231  -0.22
H -2.102 -1.164 -0.511  0.07
N 0.803 0.475 0.430  -0.07
H 2.792 0.991 0.399  0.12
C -2.685 -0.271 -0.763  -0.13
H 2.367 -0.017 1.783  0.12
N -1.986 0.844 -0.153  -0.13
H 0.653 1.470 0.345  0.12
H 0.123 -0.136 2.330  0.11
O 2.616 -1.031 0.073  -0.06
O 0.832 -0.448 -2.325  -0.07
H 2.331 -0.997 -0.856  0.06

Output
Electronic energy in eV: -11449.6352
LUMO level in eV: 0.87
Multiplicity: 1
HOMO level in eV: -8.84
SMILES string: CNCCNCO.O
Relative energy (zero: lowest compared OMol25 entry of this formula, charge and spin) in kcal/mol: 24.3

=====

# 10
Formula: C4H14N2O3S
Source: OMol25
Level of theory: wB97M-V/def2-TZVPD

Last column: Löwdin charge in e.
CARTESIAN COORDINATES (ANGSTROEM)
H 1.349 -1.503 1.946  0.07
H -0.746 0.186 -0.645  0.09
H 2.829 -1.561 1.124  0.05
H -2.507 -1.347 1.075  0.00
H -1.182 -0.791 2.543  0.05
H -1.159 2.676 -0.614  0.06
H -0.727 0.464 -2.518  0.12
H -2.647 -0.990 -0.378  0.00
C 1.569 0.201 0.641  -0.16
H -1.775 0.479 3.063  0.06
C -0.516 0.828 -1.512  -0.26
O -2.631 -1.750 0.192  -0.07
H 0.579 0.507 1.000  0.09
O -1.875 -0.152 2.338  -0.05
C 1.797 -1.299 0.954  -0.54
S 1.384 -2.521 -0.318  0.72
H 1.106 1.819 -2.330  0.14
H 1.018 -1.904 -1.425  -0.16
N -1.450 1.938 -1.222  0.01
O 2.938 0.427 -1.243  0.05
H 2.339 0.692 1.255  0.13
C 1.806 0.567 -0.802  -0.54
H -2.385 1.822 -1.558  0.06
N 0.885 1.211 -1.568  0.08

Output
Electronic energy in eV: -24332.0284
LUMO level in eV: 0.14
Multiplicity: 1
HOMO level in eV: -8.80
SMILES string: NCNC(=O)CCS.O.O
Relative energy (zero: lowest compared OMol25 entry of this formula, charge and spin) in kcal/mol: 45.3